Record 1
Below is a structure of composition C6H13NO3 in a non-equilibrium geometry, with properties calculated with ωB97M-V/def2-TZVPD.

CARTESIAN COORDINATES (ANGSTROEM)
H (-0.5853, 1.5760, -0.6844)
O (-3.5018, 0.8268, 0.0743)
H (-3.1398, -0.5966, 0.9485)
H (-1.7868, -2.1357, 0.3816)
N (-1.9708, -1.1504, 1.2854)
C (1.9878, -0.2827, -0.3141)
H (1.7069, 3.2094, 0.1877)
O (-1.6731, 1.8062, -0.7148)
O (0.9051, 1.9049, 0.3495)
C (-0.5989, -0.9697, -0.7431)
C (1.9670, 0.9688, 0.8334)
C (-2.2695, 0.7224, -0.1011)
H (0.9437, -2.0691, -1.1593)
H (2.9451, -0.8220, -0.2454)
H (-1.2092, -1.9579, -0.8017)
H (-0.9493, -0.3802, -1.8692)
C (-1.2315, -0.1849, 0.4212)
H (2.9227, 1.4335, 0.4396)
H (-0.4560, 0.3508, 0.9167)
H (1.1807, -1.7124, 0.6381)
H (1.9028, 0.7742, 1.9226)
H (2.0717, 0.0453, -1.4180)
C (0.8386, -1.3568, -0.3475)

* gap between HOMO and LUMO: 7.62 eV
* HOMO level: -9.15 eV
* relative energy (zero: lowest compared OMol25 entry of this formula, charge and spin): 241.3 kcal/mol

These are the Mulliken partial charges, in e, on atoms 1 to 5: atom 1 (H): 0.475, atom 2 (O): -0.634, atom 3 (H): 0.465, atom 4 (H): 0.368, atom 5 (N): -0.911

---

Record 2
Below is a structure of composition C6H10O in a non-equilibrium geometry, with properties calculated with ωB97M-V/def2-TZVPD.

CARTESIAN COORDINATES (ANGSTROEM)
C (-0.7136, -1.0043, 0.8946)
H (-0.2227, 1.0562, 1.5450)
C (0.6243, 1.3105, -1.6023)
C (0.7895, -1.2798, 0.8939)
H (0.4985, 2.1007, -0.8541)
H (-1.3709, -1.7840, 1.2631)
H (-0.0788, 1.4905, -2.4221)
H (-1.5600, 0.7131, -0.0148)
H (-1.9861, 0.5628, 1.7442)
O (1.3428, -0.3047, 0.0339)
H (0.4726, -0.8271, -1.7701)
C (-1.0204, -0.2847, -0.3858)
H (1.2534, -1.1674, 1.8815)
C (-1.0265, 0.3946, 1.2457)
C (0.3705, -0.0507, -0.9867)
H (1.6427, 1.3743, -1.9969)
H (0.9847, -2.3002, 0.5307)

* gap between HOMO and LUMO: 9.46 eV
* HOMO level: -8.45 eV
* relative energy (zero: lowest compared OMol25 entry of this formula, charge and spin): 72.9 kcal/mol

These are the Mulliken partial charges, in e, on atoms 1 to 5: atom 1 (C): -0.105, atom 2 (H): 0.314, atom 3 (C): -1.475, atom 4 (C): -0.670, atom 5 (H): 0.329

---

Record 3
Below is the molecule C6H10, with properties calculated with ωB97M-V/def2-TZVPD.

CARTESIAN COORDINATES (ANGSTROEM)
H (-2.0635, 1.1873, -1.0327)
H (-2.1315, -0.9339, 0.9860)
H (0.3690, 2.1867, -0.3597)
H (-2.0787, -1.1176, -0.7576)
C (-1.5168, 0.8773, -0.1282)
C (-1.5644, -0.6567, 0.0879)
C (-0.0932, -1.1373, 0.1727)
C (0.7274, 0.1164, -0.0269)
H (-1.9917, 1.3980, 0.7173)
H (0.1494, -1.6168, 1.1319)
H (0.1327, -1.8835, -0.6009)
H (2.6174, 1.1121, -0.1943)
H (2.6021, -0.2064, 0.9936)
C (2.2247, 0.1111, 0.0119)
H (2.6386, -0.5816, -0.7307)
C (-0.0419, 1.1874, -0.2120)

* gap between HOMO and LUMO: 9.90 eV
* structure (SMILES): CC1=CCCC1
* HOMO level: -8.74 eV
* relative energy (zero: lowest compared OMol25 entry of this formula, charge and spin): 0.7 kcal/mol

These are the Mulliken partial charges, in e, on atoms 1 to 5: atom 1 (H): 0.291, atom 2 (H): 0.281, atom 3 (H): 0.351, atom 4 (H): 0.232, atom 5 (C): -0.526

---

Record 4
Below is the molecule C8H7N5O in a non-equilibrium geometry, with properties calculated with ωB97M-V/def2-TZVPD.

CARTESIAN COORDINATES (ANGSTROEM)
N (-3.3491, 1.3619, -0.2673)
H (0.9949, 2.3351, 1.7509)
H (-1.3587, 1.3167, -1.0191)
H (2.7948, 1.0338, -1.1390)
N (-3.4514, -0.7075, 0.2817)
H (2.3816, 2.5039, 0.7774)
C (2.1713, 0.3175, -0.6251)
H (-0.4675, 0.3618, 1.5263)
C (1.2962, 0.7971, 0.4437)
C (0.0093, -1.2884, 0.1611)
C (-1.2559, -1.4682, -0.3531)
N (-2.2301, -0.4848, -0.2329)
C (0.2633, 0.0088, 0.8147)
N (-4.0811, 0.3844, 0.2570)
C (1.4452, -1.8958, 0.0224)
N (1.4831, 2.0708, 0.9107)
C (-2.1954, 0.8308, -0.5678)
C (2.1625, -0.9798, -0.9280)
O (2.1490, -2.6817, 0.6393)
H (2.8265, -1.4241, -1.6504)
H (-1.5885, -2.3921, -0.8024)

* gap between HOMO and LUMO: 7.97 eV
* structure (SMILES): NC1=C/C(=C\n2cnnn2)C(=O)C=C1
* HOMO level: -8.55 eV
* relative energy (zero: lowest compared OMol25 entry of this formula, charge and spin): 8.5 kcal/mol

These are the Mulliken partial charges, in e, on atoms 1 to 5: atom 1 (N): -0.337, atom 2 (H): 0.212, atom 3 (H): 0.482, atom 4 (H): 0.429, atom 5 (N): -0.474

---

Record 5
Below is a structure of composition C10H27FeNO6 in a non-equilibrium geometry, with properties calculated with ωB97M-V/def2-TZVPD.

CARTESIAN COORDINATES (ANGSTROEM)
C (21.1413, -1.7261, -4.9920)
C (18.5400, -4.8824, -3.4629)
C (18.7769, -0.3528, -1.1335)
H (20.9338, -4.7343, 0.9774)
H (22.1856, -5.4240, -1.8101)
H (16.8374, -3.7922, -4.7528)
H (16.7262, -2.8823, -3.1692)
H (23.1013, -2.4766, -4.6069)
H (17.6677, -5.2294, -2.9017)
H (18.4747, -0.2327, -0.0759)
O (18.4591, -3.7064, -3.7471)
H (20.8994, -2.5060, -5.7441)
O (22.0771, -2.8781, -3.0276)
H (23.6238, -6.5199, 0.5430)
H (17.5596, -1.8158, -1.5570)
O (22.9092, -4.7803, 0.7034)
H (19.5695, -0.7316, -4.7445)
H (19.5842, -6.5704, -2.4831)
H (21.3105, -0.9656, -5.6626)
H (21.7138, -3.4622, 0.1917)
C (21.2915, -5.2384, -1.1227)
H (20.5084, -5.3646, -3.6835)
O (20.0375, -1.3644, -4.1801)
N (20.0352, -4.7016, -1.6685)
C (23.0297, -6.1104, 1.2160)
C (22.2761, -2.0029, -4.1202)
H (17.5372, -2.2125, -4.7460)
H (20.5792, 0.5043, -0.4771)
H (22.8258, -3.4758, -3.0552)
C (19.7308, -5.4679, -2.8456)
Fe (20.0396, -2.7374, -2.5796)
H (20.4735, 0.2966, -2.1678)
H (21.7789, -1.2711, -0.7456)
C (21.6940, -4.5601, 0.1922)
O (20.9114, -1.3911, -1.0692)
C (17.2799, -3.0808, -4.0806)
H (22.1234, -6.8116, 1.2796)
H (21.1101, -6.2920, -0.8444)
H (18.5569, -5.4219, -4.3609)
H (19.3582, -4.9307, -0.8895)
H (18.3912, 0.6134, -1.5565)
H (22.7144, -1.0662, -3.6992)
H (23.5770, -6.2473, 2.1279)
O (18.4160, -1.5116, -1.7909)
C (20.2733, -0.1437, -1.2118)

* gap between HOMO and LUMO (spin up / spin down): 9.55 / 8.90 eV
* 2S+1: 5
* total charge: +2
* HOMO level (spin up / spin down): -15.25 / -15.26 eV

These are the Mulliken partial charges, in e, on atoms 1 to 5: atom 1 (C): -0.651, atom 2 (C): -0.457, atom 3 (C): -0.462, atom 4 (H): 0.513, atom 5 (H): 0.319

---

Record 6
Below is the ion C5H8N with charge +1 in a non-equilibrium geometry, with properties calculated with ωB97M-V/def2-TZVPD.

CARTESIAN COORDINATES (ANGSTROEM)
H (2.8774, -1.0417, -0.3987)
H (-2.9865, -1.1985, -0.3343)
H (2.3356, 0.4772, 1.5604)
H (2.8751, 0.4490, -1.4402)
C (2.4741, -0.1004, -0.7039)
N (2.1464, 0.7976, 0.5565)
H (-1.9501, -0.9066, 1.0331)
C (-1.6910, 0.5007, -0.5469)
H (2.4264, 1.8645, 0.5081)
H (-3.4013, 0.1767, 0.7419)
C (-0.2792, 0.3340, -0.4160)
C (1.1127, 0.1965, -0.2777)
H (-2.1638, 1.1457, -1.2377)
C (-2.5548, -0.4889, 0.2587)

* gap between HOMO and LUMO: 10.32 eV
* structure (SMILES): CC=C=C1C[NH2+]1
* total charge: +1
* HOMO level: -14.03 eV
* relative energy (zero: lowest compared OMol25 entry of this formula, charge and spin): 109.1 kcal/mol

These are the Mulliken partial charges, in e, on atoms 1 to 5: atom 1 (H): 0.266, atom 2 (H): 0.333, atom 3 (H): 0.337, atom 4 (H): 0.305, atom 5 (C): -0.369

---

Record 7
Below is a structure of composition C4H6O2 in a non-equilibrium geometry, with properties calculated with ωB97M-V/def2-TZVPD.

CARTESIAN COORDINATES (ANGSTROEM)
C (1.2346, -0.7505, -0.8556)
O (0.7608, 0.2301, -1.8109)
C (-1.2855, -0.3520, 1.2404)
H (0.7729, -1.7223, -0.9473)
H (2.2916, -0.6884, -0.6189)
O (-0.5476, -1.1543, 1.7733)
C (-0.8885, 0.5539, 0.1347)
C (0.4672, 0.3975, -0.4788)
H (-2.3306, -0.2024, 1.5990)
H (-0.0300, 1.4063, 0.4077)
H (-1.6934, 1.0360, -0.4227)
H (1.2485, 1.2463, -0.0211)

* gap between HOMO and LUMO: 10.73 eV
* HOMO level: -9.89 eV
* relative energy (zero: lowest compared OMol25 entry of this formula, charge and spin): 112.2 kcal/mol

These are the Mulliken partial charges, in e, on atoms 1 to 5: atom 1 (C): -0.319, atom 2 (O): -0.435, atom 3 (C): 0.016, atom 4 (H): 0.233, atom 5 (H): 0.226

---

Record 8
Below is the molecule C8H12 in a non-equilibrium geometry, with properties calculated with ωB97M-V/def2-TZVPD.

CARTESIAN COORDINATES (ANGSTROEM)
H (0.2572, 2.8265, -0.0620)
H (-0.5322, 0.9566, -1.9505)
C (-1.0810, -0.3489, -0.2221)
C (-0.1108, -1.4245, -0.7121)
C (1.9993, -0.2179, 0.2035)
H (2.1773, 1.9740, 0.5068)
C (0.3419, 1.7420, -0.1886)
C (-0.8078, 1.0782, -0.8407)
H (-0.0195, -1.2909, -1.7963)
H (-2.2243, 0.3764, 1.4313)
H (-1.8023, 1.6152, -0.7520)
H (2.9488, -0.4452, 0.7312)
C (-1.2697, -0.1921, 1.2828)
H (-2.0265, -0.6645, -0.6921)
H (-1.5483, -1.1833, 1.6982)
H (1.7527, -2.3415, 0.0053)
H (-0.4051, 0.1867, 1.8754)
C (1.2809, -1.3020, -0.1141)
C (1.5137, 1.1436, 0.1665)
H (-0.4443, -2.4885, -0.5705)

* gap between HOMO and LUMO: 9.13 eV
* structure (SMILES): CC1CC=CC=CC1
* HOMO level: -8.31 eV
* relative energy (zero: lowest compared OMol25 entry of this formula, charge and spin): 12.3 kcal/mol

These are the Mulliken partial charges, in e, on atoms 1 to 5: atom 1 (H): 0.316, atom 2 (H): 0.307, atom 3 (C): 0.223, atom 4 (C): -0.889, atom 5 (C): -0.318